(1)
{"formula": "C37H49As2F6N2O6S2Ti", "method": "the ωB97M-V functional and the def2-TZVPD basis", "elements": ["Ti", "C", "C", "C", "C", "C", "C", "C", "C", "C", "C", "C", "C", "C", "C", "C", "C", "C", "H", "H", "H", "H", "H", "H", "H", "H", "H", "H", "H", "H", "H", "H", "H", "H", "H", "H", "H", "H", "H", "H", "H", "H", "H", "H", "H", "H", "H", "C", "As", "C", "C", "C", "C", "C", "C", "C", "As", "C", "C", "H", "H", "H", "H", "H", "H", "H", "H", "H", "H", "H", "H", "H", "H", "H", "H", "F", "C", "F", "F", "S", "O", "O", "N", "S", "O", "O", "C", "F", "F", "F", "O", "C", "N", "C", "O", "C", "C", "C", "C", "C", "C", "H", "H", "H", "H"], "xyz": [[0.218938, -0.179249, 1.737387], [1.015828, 1.113827, 3.609182], [2.164953, 1.003160, 2.780674], [1.900126, 1.793010, 1.594065], [0.597938, 2.290481, 1.725723], [0.026970, 1.880108, 2.956742], [-1.188025, 2.522216, 3.601376], [-1.914301, 1.591155, 4.574404], [-0.662199, 3.726872, 4.401734], [-2.171251, 3.041360, 2.550706], [2.731339, 2.225243, 0.378551], [3.755498, 1.198428, -0.100080], [3.449979, 3.540613, 0.728826], [1.817607, 2.536797, -0.819222], [3.461245, 0.398959, 3.355843], [4.187548, -0.671470, 2.504388], [3.182481, -0.251822, 4.718331], [4.433104, 1.564587, 3.615558], [0.892345, 0.651325, 4.573555], [0.073823, 2.843639, 0.963746], [-1.221542, 1.082450, 5.246674], [-2.495227, 0.836125, 4.048849], [-2.608242, 2.174808, 5.185908], [-0.019524, 3.394680, 5.220015], [-1.496071, 4.295711, 4.824012], [-0.077838, 4.390112, 3.760976], [-2.497910, 2.254432, 1.872689], [-1.715573, 3.833207, 1.952280], [-3.050393, 3.467636, 3.042839], [4.545527, 1.025932, 0.628754], [4.227850, 1.568226, -1.014394], [3.271646, 0.247070, -0.332730], [4.166490, 3.423353, 1.539774], [2.723440, 4.297769, 1.030029], [3.986099, 3.912248, -0.150166], [1.162507, 1.697217, -1.045183], [2.438708, 2.752222, -1.693740], [1.199939, 3.420830, -0.648027], [4.012419, -1.667558, 2.907822], [5.265951, -0.489210, 2.521924], [3.861477, -0.699588, 1.474089], [2.433291, -1.041472, 4.632450], [2.850326, 0.475759, 5.461366], [4.107780, -0.704648, 5.082732], [4.840926, 1.956355, 2.686188], [5.272524, 1.214638, 4.223445], [3.935009, 2.380453, 4.144602], [-3.276503, 1.487673, -2.884186], [-1.840871, 2.154165, -1.710735], [-2.884583, 3.710019, -1.112631], [-0.782245, 3.067566, -3.106240], [-0.724172, 4.459898, -3.165476], [0.097016, 5.114040, -4.072578], [0.877814, 4.378053, -4.948339], [0.836926, 2.993216, -4.893496], [0.031255, 2.323202, -3.977310], [0.074781, 0.349082, -3.880752], [-0.267902, 0.027920, -5.791700], [2.014533, 0.097528, -3.933056], [-3.627200, 2.275161, -3.552093], [-4.090039, 1.150729, -2.242201], [-2.919065, 0.641708, -3.468176], [-3.228718, 4.324220, -1.947409], [-2.312422, 4.323080, -0.416535], [-3.742755, 3.302278, -0.579061], [-1.327272, 5.053567, -2.488684], [0.125969, 6.197243, -4.092330], [1.521805, 4.876918, -5.662872], [1.461397, 2.426249, -5.576151], [0.373579, 0.639249, -6.427279], [-1.310922, 0.250900, -6.016057], [-0.083713, -1.026421, -6.000193], [2.490889, 0.691973, -4.713418], [2.200855, -0.962792, -4.101088], [2.423881, 0.356705, -2.958863], [1.062795, -5.268933, 2.407287], [0.546743, -4.049769, 2.593671], [-0.777786, -4.172394, 2.618792], [0.960223, -3.607925, 3.780739], [1.152682, -2.923157, 1.207795], [1.653436, -1.731572, 1.946790], [2.161328, -3.683774, 0.544838], [-0.168903, -2.542929, 0.511420], [-0.192741, -2.044058, -1.094731], [1.142713, -2.021766, -1.696483], [0.351049, 0.067026, 0.120723], [-0.841955, -3.697850, -1.699947], [-2.081027, -3.912228, -1.224386], [-0.926154, -3.638238, -3.040521], [-0.086826, -4.743669, -1.381694], [-3.694157, 0.331644, 0.277928], [-3.246155, -0.363074, 1.159571], [-2.000091, -0.255880, 1.764194], [-1.920254, -1.193686, 2.726585], [-0.861697, -1.357639, 3.351455], [-3.174238, -1.984159, 2.836862], [-3.560899, -3.024480, 3.653132], [-4.834064, -3.549793, 3.442039], [-5.665526, -3.043185, 2.447701], [-5.256876, -1.991579, 1.628911], [-3.998055, -1.478801, 1.849443], [-2.899725, -3.418336, 4.413203], [-5.183096, -4.370796, 4.055527], [-6.645636, -3.481397, 2.306181], [-5.891560, -1.595225, 0.847418]], "forces_ev_per_angstrom": [[0.77, 1.68, -1.33], [-0.21, 0.06, 0.00], [0.01, -0.06, 0.10], [-0.02, -0.06, 0.07], [-0.12, -0.15, 0.19], [0.02, -0.03, 0.18], [-0.02, -0.02, 0.02], [-0.04, 0.02, 0.03], [0.01, 0.01, 0.04], [0.00, 0.04, 0.00], [-0.01, 0.01, 0.04], [0.01, 0.00, -0.02], [0.03, 0.00, -0.02], [0.03, 0.00, -0.07], [0.03, 0.01, -0.08], [-0.02, -0.03, 0.00], [0.01, -0.01, 0.02], [-0.02, 0.00, 0.00], [0.02, 0.00, 0.01], [-0.01, -0.01, 0.02], [0.01, 0.01, -0.01], [0.01, 0.01, -0.01], [0.00, -0.01, 0.00], [0.00, 0.00, -0.01], [0.01, 0.00, 0.00], [-0.01, 0.00, -0.01], [0.00, -0.05, -0.02], [-0.01, 0.01, 0.00], [0.01, -0.02, 0.00], [-0.01, 0.03, -0.01], [0.01, 0.00, 0.01], [-0.01, 0.00, 0.00], [0.01, 0.00, 0.01], [-0.01, 0.00, 0.00], [0.00, -0.01, 0.01], [0.01, -0.02, 0.02], [-0.01, 0.01, 0.01], [0.01, 0.01, 0.01], [-0.01, 0.01, -0.01], [0.00, -0.01, 0.01], [0.00, -0.02, 0.02], [0.00, 0.01, -0.01], [0.00, 0.00, 0.00], [-0.01, 0.01, 0.00], [0.01, 0.00, -0.02], [-0.01, 0.00, 0.00], [0.00, 0.00, 0.00], [0.01, 0.01, 0.00], [-0.02, -0.07, -0.06], [-0.03, 0.02, 0.04], [0.13, -0.04, -0.03], [-0.04, 0.03, -0.01], [-0.01, 0.02, 0.01], [0.02, 0.01, -0.03], [0.02, -0.04, -0.01], [-0.02, 0.07, 0.06], [-0.08, 0.11, 0.08], [0.03, -0.03, -0.04], [-0.02, -0.03, 0.00], [0.00, 0.00, -0.01], [0.02, -0.01, 0.01], [0.02, -0.03, -0.01], [-0.05, -0.06, 0.05], [0.01, 0.02, -0.01], [-0.03, 0.01, 0.04], [0.06, -0.01, -0.04], [0.00, 0.00, 0.00], [0.00, -0.01, 0.00], [-0.01, 0.02, 0.02], [-0.01, -0.03, -0.01], [0.00, 0.01, 0.01], [0.00, 0.00, -0.01], [-0.01, -0.02, 0.01], [0.01, 0.01, 0.01], [0.00, 0.01, 0.03], [-0.01, 0.03, -0.01], [0.04, -0.03, 0.00], [0.02, 0.02, -0.01], [0.03, -0.01, -0.02], [-0.01, -0.07, 0.29], [-0.28, -0.24, 0.02], [0.08, 0.04, 0.02], [-0.04, -0.08, -0.15], [-0.16, -0.22, 0.18], [0.04, 0.06, -0.10], [-0.22, -0.54, 0.43], [-0.06, 0.18, 0.06], [-0.01, -0.02, -0.02], [-0.04, -0.05, -0.07], [0.08, -0.11, 0.02], [0.01, 0.01, -0.04], [0.01, 0.23, -0.09], [0.11, -0.30, 0.17], [-0.04, -0.25, 0.00], [0.11, -0.19, 0.05], [-0.05, 0.09, 0.00], [-0.03, 0.00, -0.01], [0.03, -0.02, 0.03], [-0.02, 0.02, -0.03], [0.00, -0.02, 0.02], [-0.02, 0.02, -0.03], [0.01, 0.00, 0.00], [0.00, 0.00, 0.00], [0.00, 0.00, 0.00], [0.00, 0.00, 0.00]], "homo_ev": [-5.3, -5.3], "e_tot_ha": -8717.02554, "spin_multiplicity": 1, "total_charge": -1, "gap_ev": [7.4, 7.4], "de_lowest_ev": 0.000}

(2)
{"formula": "C37H49BrClF10N2O14S2", "method": "the ωB97M-V functional and the def2-TZVPD basis", "elements": ["C", "C", "N", "C", "C", "C", "O", "C", "C", "Br", "C", "C", "C", "N", "S", "O", "O", "C", "F", "F", "C", "F", "F", "C", "F", "F", "F", "O", "C", "C", "O", "C", "C", "C", "C", "O", "Cl", "C", "S", "C", "F", "F", "F", "H", "H", "H", "H", "H", "H", "H", "H", "H", "H", "H", "H", "H", "H", "H", "H", "H", "H", "H", "H", "H", "H", "H", "H", "H", "O", "C", "O", "C", "C", "C", "H", "H", "H", "H", "H", "H", "O", "C", "O", "C", "C", "C", "H", "H", "H", "H", "H", "H", "O", "C", "O", "C", "C", "C", "H", "H", "H", "H", "H", "H", "O", "C", "O", "C", "C", "C", "H", "H", "H", "H", "H", "H"], "xyz": [[-0.722697, -2.653189, -2.611815], [-0.129755, -1.632734, -2.508841], [0.605249, -0.427283, -2.401375], [1.010676, -0.180087, -3.883066], [-0.067761, -0.247401, -4.955179], [0.512723, -0.961499, -6.174107], [-0.313965, -0.638824, -7.259336], [-0.224625, -1.599875, -8.310228], [1.885629, -0.901221, -1.652494], [3.409302, 0.144138, -2.208415], [1.720755, -0.872695, -0.123203], [0.677626, -1.859625, 0.396453], [0.225600, -1.831981, 1.844973], [0.548410, -1.101078, 2.816635], [3.380092, -1.353548, 0.695614], [4.263334, -0.239149, 0.779459], [3.051505, -2.029393, 1.916650], [4.135370, -2.747063, -0.299363], [4.931101, -2.311905, -1.276934], [3.134393, -3.471826, -0.842581], [4.977310, -3.674366, 0.629749], [5.736802, -2.931566, 1.438097], [4.170076, -4.470417, 1.333082], [5.940004, -4.585913, -0.204906], [6.299518, -5.605624, 0.570793], [5.325747, -5.078055, -1.278240], [7.027407, -3.931789, -0.564253], [1.589079, 0.460105, 0.231183], [0.462986, 1.243430, -0.215851], [-0.549407, 1.238932, 0.964094], [-1.276733, 2.430719, 0.992111], [-2.038774, 2.560342, 2.196929], [-3.274590, 1.678276, 2.209290], [1.060188, 2.678937, -0.135286], [2.458156, 2.932727, -0.668576], [3.439002, 2.646054, -0.078589], [2.620782, 3.834173, -2.198567], [-0.173191, 0.757527, -1.644338], [-0.123440, 2.268628, -2.668726], [-1.723366, 0.426085, -1.617263], [-2.123907, 0.121606, -2.856533], [-2.067916, -0.603350, -0.835970], [-2.418644, 1.469205, -1.244867], [-1.187363, -3.612832, -2.604255], [1.606657, 0.715334, -3.984334], [1.687666, -1.013307, -4.068006], [-0.999184, -0.732677, -4.690442], [-0.306823, 0.753810, -5.310093], [1.527533, -0.591001, -6.371563], [0.527677, -2.043214, -6.005850], [-0.707227, -1.169152, -9.182083], [0.821604, -1.787205, -8.560145], [-0.729593, -2.532420, -8.064908], [2.078638, -1.906824, -2.004036], [-0.232653, -1.798252, -0.185255], [1.045981, -2.868765, 0.198309], [-0.536057, -2.588944, 2.034911], [1.287144, -0.440360, 2.579892], [0.090791, 1.208476, 1.848831], [-1.171749, 0.351964, 1.014716], [-1.426065, 2.323275, 3.065734], [-2.326915, 3.604972, 2.269869], [-3.009113, 0.639820, 2.413908], [-3.801242, 1.720467, 1.258058], [-3.936095, 1.983705, 3.015556], [1.238612, 2.778175, 0.935135], [0.338010, 3.451781, -0.364667], [-0.886158, 1.808124, -3.665589], [0.678976, -4.818446, -1.853662], [0.671014, -5.823011, -1.186257], [-0.422032, -6.592834, -1.101336], [-0.206570, -7.676034, -0.165553], [1.307956, -7.831362, -0.093874], [1.781181, -6.396240, -0.331549], [-0.644297, -7.387569, 0.791052], [-0.721437, -8.556697, -0.537273], [1.646718, -8.264871, 0.843437], [1.653426, -8.470436, -0.906524], [1.835472, -5.820373, 0.594809], [2.733405, -6.331271, -0.851290], [-1.839986, 2.926562, 5.312258], [-1.358644, 4.006827, 5.507852], [-0.495622, 4.567427, 4.623502], [0.010635, 5.814519, 5.147730], [-1.021608, 6.260032, 6.174059], [-1.546980, 4.926739, 6.695942], [0.987088, 5.622314, 5.596903], [0.136582, 6.511589, 4.323047], [-0.612652, 6.904530, 6.945268], [-1.827159, 6.801632, 5.675627], [-0.951239, 4.546534, 7.526764], [-2.591543, 4.966688, 6.988164], [-1.905523, 7.155865, 9.339811], [-1.406413, 8.231232, 9.497039], [-0.543137, 8.767461, 8.597378], [-0.017659, 10.015503, 9.090073], [-1.034722, 10.498473, 10.117903], [-1.570475, 9.178222, 10.669799], [0.960960, 9.822304, 9.533311], [0.103275, 10.692991, 8.249062], [-0.600829, 11.155900, 10.867314], [-1.837565, 11.040450, 9.617341], [-0.968856, 8.800113, 11.497802], [-2.612248, 9.223237, 10.972989], [-1.469071, -4.313389, -8.882498], [-2.568887, -4.719036, -8.633232], [-3.253254, -5.505564, -9.483603], [-4.581373, -5.755943, -8.987698], [-4.492975, -5.519237, -7.483267], [-3.415918, -4.436998, -7.403938], [-5.265187, -5.061466, -9.478723], [-4.861028, -6.771404, -9.253115], [-5.445873, -5.239936, -7.040026], [-4.141590, -6.424435, -6.987184], [-3.830678, -3.431842, -7.500537], [-2.807784, -4.493123, -6.505000]], "forces_ev_per_angstrom": [[-0.20, -0.57, -0.01], [-0.11, 0.85, 0.30], [-0.04, -0.89, 0.07], [0.06, -0.40, -0.71], [0.02, 0.35, -0.34], [-0.32, 0.27, -0.14], [-0.13, -0.15, 0.10], [0.07, 0.28, -0.10], [0.65, 0.08, 0.00], [-0.03, 0.18, 0.10], [-0.08, 0.05, -0.68], [0.13, -0.21, 0.32], [0.04, 0.20, 0.22], [-0.04, -0.04, -0.14], [0.53, 0.36, 1.56], [-0.16, -0.12, -0.71], [-0.33, -0.20, -0.41], [0.18, -0.22, -0.03], [-0.02, 0.17, -0.03], [-0.09, 0.06, -0.03], [0.20, 0.01, -0.43], [-0.07, 0.07, 0.16], [-0.10, -0.01, 0.06], [0.06, -0.29, 0.56], [0.04, -0.06, 0.03], [-0.12, 0.04, -0.21], [0.03, 0.18, -0.22], [-0.25, -0.21, 0.13], [0.04, -0.15, 0.35], [0.12, 0.28, 0.23], [-0.06, -0.10, -0.31], [-0.41, -0.12, 0.22], [0.24, -0.26, 0.01], [0.12, 0.04, 0.13], [0.18, 0.01, -0.04], [0.02, -0.01, 0.05], [-0.03, 0.12, 0.01], [-0.18, 1.42, -0.41], [0.24, -0.14, 0.03], [0.31, -0.48, 0.07], [-0.09, -0.20, -0.34], [0.14, -0.06, 0.17], [-0.12, 0.35, 0.42], [-0.03, 0.04, -0.14], [-0.18, 0.22, 0.39], [0.04, -0.11, 0.21], [0.05, -0.08, 0.25], [-0.11, 0.10, 0.10], [0.16, -0.23, 0.04], [0.18, -0.08, 0.05], [-0.06, 0.08, -0.02], [0.06, -0.11, -0.04], [0.17, 0.07, 0.15], [-0.27, -0.08, -0.20], [-0.17, 0.16, -0.17], [0.00, -0.06, -0.10], [-0.10, -0.06, -0.06], [0.02, 0.02, 0.06], [0.08, -0.12, 0.06], [-0.18, -0.17, -0.20], [0.18, 0.11, -0.01], [0.12, 0.11, -0.14], [-0.03, -0.07, -0.06], [-0.12, 0.11, -0.03], [-0.07, 0.09, 0.02], [-0.06, 0.02, 0.09], [0.00, -0.02, -0.35], [-0.12, -0.03, 0.03], [0.14, -0.13, 0.13], [0.02, 0.12, 0.05], [-0.07, -0.08, 0.03], [0.08, -0.10, 0.08], [0.03, 0.09, -0.04], [-0.08, -0.31, -0.13], [0.01, 0.03, 0.01], [-0.04, 0.05, -0.09], [-0.03, 0.04, 0.04], [-0.01, -0.02, 0.00], [0.04, 0.04, 0.00], [0.03, 0.14, 0.05], [-0.06, 0.03, -0.03], [0.07, -0.12, 0.19], [0.03, 0.06, -0.05], [-0.01, 0.06, 0.08], [0.00, 0.00, 0.02], [-0.01, 0.26, -0.30], [-0.01, -0.02, 0.02], [-0.03, -0.08, -0.08], [0.03, -0.02, 0.01], [0.01, 0.02, -0.01], [-0.06, -0.04, 0.04], [0.02, -0.16, 0.13], [0.01, 0.02, -0.14], [0.05, -0.08, 0.24], [-0.02, 0.03, -0.01], [0.01, 0.11, 0.05], [-0.05, -0.09, 0.03], [-0.01, 0.28, -0.23], [0.00, -0.01, 0.02], [-0.01, -0.07, -0.06], [0.05, -0.04, 0.01], [0.01, 0.02, -0.01], [-0.03, -0.04, 0.03], [0.01, -0.13, 0.09], [-0.09, -0.26, 0.04], [0.00, 0.17, -0.07], [-0.05, -0.08, -0.04], [-0.09, -0.01, 0.08], [0.08, 0.07, 0.01], [-0.11, -0.33, 0.00], [0.00, 0.02, 0.01], [0.07, -0.02, -0.05], [-0.02, 0.04, -0.05], [-0.01, -0.02, -0.01], [0.04, 0.03, 0.02], [0.05, 0.13, -0.02]], "homo_ev": -11.5, "e_tot_ha": -7430.95957, "spin_multiplicity": 1, "total_charge": 1, "gap_ev": 9.1}